A | Computed, not measured: a cluster of 2 separate species, C3H9N4 in total, with wB97M-V/def2-TZVPD.

Calculated values
net charge	+1
E_HOMO (alpha / beta)	-12.180 / -12.180	eV
2S+1	1
Kohn-Sham gap (alpha / beta)	8.56 / 8.56	eV
molar mass	101.1	g/mol

Each line ends with the natural charge from an NBO analysis.
Positions of all 16 atoms, in Å:
C (1.41, -0.57, 0.37)  0.401
C (-0.74, 1.96, 0.07)  -0.686
C (-1.04, 0.53, 0.09)  0.125
N (-2.47, -1.30, -0.34)  -0.497
N (-1.92, -0.25, -0.06)  0.012
N (1.99, 0.02, -0.64)  -0.718
N (0.88, -1.77, 0.28)  -0.704
H (-1.19, 2.43, 0.94)  0.268
H (0.33, 2.14, 0.11)  0.210
H (-1.15, 2.44, -0.82)  0.252
H (1.44, -0.10, 1.35)  0.243
H (-3.17, -1.62, 0.31)  0.363
H (2.45, 0.91, -0.53)  0.439
H (1.98, -0.39, -1.56)  0.425
H (0.39, -2.20, 1.05)  0.442
H (0.81, -2.24, -0.62)  0.424

***

B | Computed, not measured: the ion C3H9N4 with charge +1, with wB97M-V/def2-TZVPD.

Calculated values
net charge	+1
E_HOMO	-13.049	eV
2S+1	1
SMILES	NN1CCN=C1[NH3+]
Kohn-Sham gap	9.37	eV
molar mass	101.1	g/mol

Each line ends with the natural charge from an NBO analysis.
Positions of all 16 atoms, in Å:
C (-0.45, -0.38, 0.63)  0.514
C (1.57, -1.01, 0.47)  -0.250
C (1.40, 0.22, -0.42)  -0.241
N (0.34, -1.12, 1.20)  -0.399
N (0.00, 0.39, -0.46)  -0.304
N (-1.89, -0.19, 0.84)  -0.729
N (-0.87, 1.13, -1.25)  -0.642
H (1.70, -1.88, -0.03)  0.220
H (2.52, -0.92, 1.02)  0.239
H (2.04, 1.20, -0.02)  0.200
H (1.68, 0.03, -1.49)  0.220
H (-2.54, -1.03, 0.81)  0.477
H (-2.03, 0.16, 1.86)  0.469
H (-0.52, 2.06, -1.21)  0.376
H (-2.16, 0.57, 0.24)  0.472
H (-0.80, 0.77, -2.19)  0.379

***

C | Computed, not measured: the ion C3H9N4 with charge +1, with wB97M-V/def2-TZVPD.

Calculated values
net charge	+1
E_HOMO	-13.109	eV
2S+1	1
SMILES	C=CC(=[NH2+])NNN
Kohn-Sham gap	8.15	eV
molar mass	101.1	g/mol

Each line ends with the natural charge from an NBO analysis.
Positions of all 16 atoms, in Å:
C (0.85, -0.40, 0.96)  -0.344
C (-0.14, 0.50, 0.45)  0.488
C (1.32, -0.57, 2.22)  -0.212
N (-0.74, 0.31, -0.75)  -0.389
N (-0.47, 1.49, 1.25)  -0.726
N (-1.25, -1.36, -2.32)  -0.636
N (-0.32, -0.83, -1.46)  -0.290
H (1.35, -0.90, 0.13)  0.230
H (0.67, -0.03, 2.91)  0.215
H (2.17, -1.27, 2.30)  0.267
H (-1.09, 1.09, -1.41)  0.448
H (0.13, 1.79, 2.07)  0.432
H (-1.26, 2.09, 1.24)  0.429
H (-2.19, -1.78, -1.83)  0.340
H (-1.65, -0.67, -3.02)  0.371
H (0.01, -1.54, -0.82)  0.377

***

Quick one: least stable of them? C

***

A | Computed, not measured: the ion C3H9N4 with charge +1, with wB97M-V/def2-TZVPD.

Calculated values
net charge	+1
E_HOMO	-15.396	eV
2S+1	1
SMILES	C=N[N+](C)(N)N=C
Kohn-Sham gap	11.53	eV
molar mass	101.1	g/mol

Each line ends with the natural charge from an NBO analysis.
Positions of all 16 atoms, in Å:
C (-1.93, -1.15, 0.00)  -0.016
C (1.89, -1.05, 0.21)  0.041
C (-0.28, 1.06, 0.93)  -0.362
N (-1.40, -0.17, -0.60)  -0.256
N (0.65, -1.01, 0.24)  -0.308
N (0.52, 0.69, -1.41)  -0.664
N (-0.08, 0.02, -0.28)  0.162
H (-3.02, -1.28, -0.12)  0.220
H (-1.60, -1.81, 0.74)  0.213
H (2.22, -1.80, 1.00)  0.231
H (2.55, -0.55, -0.41)  0.211
H (0.61, 1.60, 0.94)  0.234
H (-0.92, 1.87, 0.68)  0.243
H (-0.74, 0.52, 1.68)  0.242
H (0.20, 1.64, -1.42)  0.395
H (0.32, 0.12, -2.33)  0.415

***

B | Computed, not measured: a structure of composition C3H9N4, with wB97M-V/def2-TZVPD.

Calculated values
net charge	+1
E_HOMO	-13.685	eV
2S+1	1
Kohn-Sham gap	8.30	eV
molar mass	101.1	g/mol

Each line ends with the natural charge from an NBO analysis.
Positions of all 16 atoms, in Å:
C (0.70, 0.18, 0.49)  -0.105
C (-0.21, -0.80, -0.15)  -0.025
C (1.90, 0.71, -0.29)  -0.630
N (-0.37, -2.23, -1.87)  -0.235
N (-0.21, -1.04, -1.55)  -0.152
N (-0.58, 0.56, 0.08)  -0.122
N (-1.92, 0.88, 1.26)  -0.617
H (1.03, 0.18, 1.57)  0.264
H (-0.59, -1.55, 0.66)  0.228
H (1.49, 1.27, -1.27)  0.252
H (2.56, -0.13, -0.62)  0.256
H (2.51, 1.39, 0.32)  0.239
H (-0.19, -2.12, -2.88)  0.346
H (-2.10, 0.08, 1.80)  0.414
H (-2.53, 1.03, 0.55)  0.438
H (-1.49, 1.58, 1.89)  0.450

***

Quick one: least stable of them? B

***

A | Computed, not measured: the ion C3H9N4 with charge +1, with wB97M-V/def2-TZVPD.

Calculated values
net charge	+1
E_HOMO	-13.448	eV
2S+1	1
SMILES	N[C@@H]1CC=NN1[NH3+]
Kohn-Sham gap	9.92	eV
molar mass	101.1	g/mol

Each line ends with the natural charge from an NBO analysis.
Positions of all 16 atoms, in Å:
C (2.04, 0.00, 0.18)  0.093
C (1.28, -1.24, -0.07)  -0.476
C (-0.38, -0.45, -0.19)  0.109
N (1.38, 1.06, 0.36)  -0.272
N (0.02, 0.83, 0.37)  -0.146
N (-1.44, -1.00, 0.54)  -0.829
N (-0.67, 2.02, -0.07)  -0.521
H (3.12, 0.04, 0.21)  0.233
H (1.53, -1.77, -0.98)  0.249
H (1.24, -1.91, 0.78)  0.243
H (-0.62, -0.39, -1.26)  0.188
H (-1.82, -1.84, 0.13)  0.395
H (-1.21, -1.17, 1.51)  0.386
H (-1.47, 2.21, 0.56)  0.452
H (-1.00, 1.98, -1.06)  0.428
H (0.03, 2.78, 0.03)  0.469

***

B | Computed, not measured: the ion C3H9N4 with charge +1, with wB97M-V/def2-TZVPD.

Calculated values
net charge	+1
E_HOMO (alpha / beta)	-13.213 / -13.213	eV
2S+1	1
Kohn-Sham gap (alpha / beta)	8.57 / 8.57	eV
molar mass	101.1	g/mol

Each line ends with the natural charge from an NBO analysis.
Positions of all 16 atoms, in Å:
C (-0.77, 0.83, 0.49)  0.479
C (1.53, 0.53, 0.12)  -0.193
C (0.96, -0.86, -0.46)  -0.295
N (-1.86, 1.49, 0.78)  -0.766
N (0.40, 1.40, 0.40)  -0.585
N (-0.42, -0.90, -0.77)  -0.056
N (-1.03, -2.04, -0.48)  -0.499
H (2.20, 0.26, 0.95)  0.220
H (2.17, 0.94, -0.70)  0.218
H (1.57, -0.96, -1.29)  0.244
H (1.37, -1.53, 0.33)  0.197
H (-1.86, 2.50, 0.88)  0.401
H (0.66, 2.37, 0.44)  0.418
H (-1.71, -2.39, -1.15)  0.410
H (-2.80, 1.14, 0.49)  0.432
H (-0.43, -2.77, -0.05)  0.375

***

Quick one: least stable of them? B

***

A | Computed, not measured: an isolated molecule of C22H29N3O5S, with wB97M-V/def2-TZVPD.

Calculated values
E_HOMO	-8.038	eV
2S+1	1
SMILES	CCOc1ccc(N(CC(=O)Nc2ccccc2C(=O)N[C@H](C)CC)S(C)(=O)=O)cc1
Kohn-Sham gap	8.57	eV
molar mass	447.6	g/mol

Each line ends with the natural charge from an NBO analysis.
Positions of all 60 atoms, in Å:
C (4.06, 1.63, -2.57)  -0.636
C (3.07, 2.79, -2.69)  -0.065
O (1.72, 2.38, -2.60)  -0.522
C (1.11, 2.33, -1.38)  0.354
C (1.76, 2.37, -0.15)  -0.309
C (1.04, 2.33, 1.03)  -0.244
C (-0.35, 2.27, 1.03)  0.212
C (-1.00, 2.22, -0.21)  -0.266
C (-0.28, 2.24, -1.39)  -0.257
H (-0.79, 2.21, -2.34)  0.225
H (-2.07, 2.16, -0.27)  0.223
N (-1.07, 2.22, 2.23)  -0.708
S (-0.30, 2.19, 3.73)  2.313
O (-1.33, 2.25, 4.71)  -0.944
O (0.73, 3.19, 3.79)  -0.933
C (0.46, 0.55, 3.80)  -0.885
H (-0.23, -0.08, 4.35)  0.253
H (1.40, 0.65, 4.33)  0.249
H (0.61, 0.17, 2.80)  0.282
C (-2.50, 2.38, 2.23)  -0.334
H (-2.79, 2.51, 3.28)  0.286
C (-3.32, 1.21, 1.67)  0.677
O (-4.50, 1.34, 1.44)  -0.607
N (-2.59, 0.08, 1.49)  -0.650
C (-3.00, -1.10, 0.88)  0.182
C (-4.34, -1.50, 0.90)  -0.223
C (-4.71, -2.70, 0.31)  -0.176
C (-3.76, -3.51, -0.28)  -0.237
C (-2.44, -3.11, -0.32)  -0.193
C (-2.04, -1.90, 0.23)  -0.120
C (-0.63, -1.44, 0.15)  0.672
O (-0.08, -0.79, 1.04)  -0.687
N (0.02, -1.78, -0.98)  -0.593
H (-0.47, -2.29, -1.69)  0.403
C (1.40, -1.44, -1.23)  -0.058
C (1.59, -1.19, -2.72)  -0.619
H (1.20, -2.02, -3.31)  0.198
H (1.08, -0.28, -3.02)  0.230
H (2.65, -1.08, -2.95)  0.216
C (2.34, -2.53, -0.68)  -0.398
C (2.13, -3.90, -1.31)  -0.615
H (2.34, -3.88, -2.37)  0.202
H (2.80, -4.62, -0.84)  0.218
H (1.11, -4.24, -1.15)  0.198
H (2.16, -2.59, 0.40)  0.212
H (3.37, -2.20, -0.83)  0.203
H (1.60, -0.51, -0.68)  0.232
H (-1.70, -3.76, -0.77)  0.207
H (-4.04, -4.46, -0.72)  0.216
H (-5.74, -3.01, 0.34)  0.219
H (-5.07, -0.87, 1.37)  0.253
H (-1.58, 0.14, 1.61)  0.451
H (-2.80, 3.29, 1.69)  0.228
H (1.58, 2.39, 1.96)  0.239
H (2.84, 2.43, -0.09)  0.219
H (3.16, 3.24, -3.68)  0.192
H (3.28, 3.56, -1.94)  0.176
H (5.07, 2.01, -2.62)  0.217
H (3.91, 0.93, -3.39)  0.211
H (3.92, 1.10, -1.63)  0.207

***

B | Computed, not measured: an isolated molecule of C22H29N3O5S, with wB97M-V/def2-TZVPD.

Calculated values
E_HOMO	-8.682	eV
2S+1	1
SMILES	CC(C)[C@H](NC(=O)C1CCN(S(=O)(=O)c2ccccc2)CC1)C(=O)NCc1ccco1
Kohn-Sham gap	9.10	eV
molar mass	447.6	g/mol

Each line ends with the natural charge from an NBO analysis.
Positions of all 60 atoms, in Å:
C (2.09, 4.40, 0.21)  -0.603
H (2.14, 4.57, -0.86)  0.210
H (2.24, 5.36, 0.71)  0.215
H (1.10, 4.04, 0.46)  0.199
C (3.15, 3.40, 0.66)  -0.214
C (3.16, 3.27, 2.18)  -0.625
H (3.50, 4.20, 2.63)  0.220
H (2.17, 3.06, 2.58)  0.181
H (3.84, 2.48, 2.49)  0.248
H (4.14, 3.76, 0.35)  0.222
C (2.95, 2.06, -0.06)  -0.138
N (1.76, 1.38, 0.42)  -0.614
C (1.03, 0.54, -0.34)  0.712
O (1.34, 0.27, -1.49)  -0.674
C (-0.19, -0.04, 0.37)  -0.315
C (-0.94, -1.03, -0.53)  -0.407
C (-1.61, -0.31, -1.71)  -0.244
N (-2.43, 0.79, -1.29)  -0.680
S (-4.06, 0.55, -1.12)  2.323
O (-4.65, 1.83, -0.88)  -0.943
O (-4.49, -0.22, -2.25)  -0.937
C (-4.31, -0.46, 0.35)  -0.256
C (-4.30, -1.83, 0.24)  -0.231
C (-4.47, -2.61, 1.38)  -0.199
C (-4.65, -1.99, 2.61)  -0.195
C (-4.68, -0.61, 2.70)  -0.214
C (-4.51, 0.16, 1.57)  -0.219
H (-4.54, 1.24, 1.60)  0.240
H (-4.83, -0.14, 3.66)  0.221
H (-4.78, -2.60, 3.49)  0.219
H (-4.47, -3.68, 1.30)  0.220
H (-4.18, -2.28, -0.74)  0.242
C (-1.79, 1.74, -0.42)  -0.238
C (-1.16, 1.07, 0.81)  -0.403
H (-0.66, 1.82, 1.41)  0.208
H (-1.95, 0.62, 1.42)  0.217
H (-2.54, 2.47, -0.13)  0.243
H (-1.00, 2.25, -1.00)  0.202
H (-2.25, -0.99, -2.27)  0.235
H (-0.83, 0.07, -2.38)  0.229
H (-0.24, -1.77, -0.92)  0.226
H (-1.69, -1.55, 0.07)  0.212
H (0.18, -0.57, 1.25)  0.232
H (1.56, 1.46, 1.41)  0.408
C (4.15, 1.10, 0.08)  0.683
O (5.00, 1.19, 0.93)  -0.631
N (4.12, 0.14, -0.87)  -0.618
H (3.31, 0.09, -1.47)  0.430
C (5.00, -1.00, -0.84)  -0.273
C (4.25, -2.24, -0.45)  0.271
C (2.99, -2.65, -0.75)  -0.328
C (2.82, -3.90, -0.10)  -0.314
C (3.99, -4.15, 0.54)  0.082
O (4.86, -3.15, 0.33)  -0.394
H (4.32, -4.97, 1.14)  0.203
H (1.94, -4.52, -0.11)  0.226
H (2.27, -2.14, -1.35)  0.235
H (5.79, -0.81, -0.10)  0.253
H (5.47, -1.13, -1.82)  0.212
H (2.79, 2.25, -1.13)  0.230

***

Quick one: least stable of them? B